# C46H120N8O15

A cluster of 10 separate species, C46H120N8O15 in total (the ωB97M-V functional and the def2-TZVPD basis, the OMol25 dataset).

E_HOMO (alpha / beta) in Eh: 0.032 / -0.241
Orbital gap (alpha / beta) in eV: 1.1 / 8.5
Net charge: -1
LUMO level (alpha / beta) in eV: 2.00 / 1.99
ΔE to the lowest compared entry with this formula, charge and spin in kJ/mol: 0.0
2S+1: 2
<S²>: 0.750

```
189
C46H120N8O15, DFT the ωB97M-V functional and the def2-TZVPD basis
H 0.01 -3.70 4.39
H 4.19 -2.00 -3.53
H 1.96 -1.92 2.94
H -2.01 -2.70 6.38
H -3.60 -4.38 5.86
C -3.33 -3.65 5.10
H -4.70 -3.14 -3.83
H -1.87 -1.73 -2.16
H 1.35 -2.57 8.73
H -5.50 2.03 -1.84
H 1.50 -2.00 4.61
C 3.14 -2.55 -1.74
H 4.84 8.22 -2.31
C -5.41 1.19 -8.67
H -3.02 -0.14 0.19
C 3.05 0.62 6.79
H -0.90 5.22 -0.71
C 4.61 -0.35 1.49
H 0.50 3.38 -5.79
N -2.55 2.79 -4.76
H -0.77 -8.42 3.95
N -2.08 -1.48 4.64
C 1.34 2.25 -4.10
H -0.03 -2.94 0.85
C 4.00 8.27 -2.99
H -2.57 -4.07 4.44
O -3.96 3.39 -1.37
O 3.79 0.09 2.55
H -0.82 -5.09 0.80
H 0.51 3.32 -0.94
O 1.94 3.99 0.38
H -1.76 -4.19 1.93
H 4.77 1.86 2.88
H -4.09 -0.71 -4.79
C 3.01 0.59 -4.18
C 3.94 -3.04 4.39
C -0.90 -4.85 1.86
C 0.39 -1.12 0.27
C -1.13 2.34 2.82
H 4.02 -0.95 0.80
H 0.75 -3.19 7.20
H -1.32 -6.03 3.69
H 0.44 -0.39 -1.97
H -5.61 2.74 -0.28
H -4.85 -2.09 -7.22
H -2.44 4.12 -2.50
H -0.21 -0.09 3.41
C -3.33 2.48 -3.63
H 3.64 -1.12 7.99
H -3.51 -4.41 -4.17
H 3.59 1.41 7.31
H 0.59 0.74 -0.72
C 2.76 -0.53 7.76
N 4.52 -3.95 -2.99
H -2.35 1.99 -5.35
C -4.81 0.33 -6.53
C -0.53 -8.49 2.89
H 2.20 4.94 -3.74
H 1.14 -4.81 2.37
H -5.54 2.21 -8.30
C 4.51 0.95 3.43
O -4.56 0.34 -7.94
C -3.42 3.68 -2.68
H 0.26 4.57 -3.15
H 2.07 1.02 6.51
H 1.64 7.45 -3.79
H 6.62 0.94 -1.02
C 0.17 5.31 -0.49
N -0.21 4.19 -3.96
H -4.31 2.10 -3.92
H -0.97 0.05 -0.93
C -3.73 -0.08 1.01
O 5.55 -0.55 -1.64
H 3.21 -0.59 5.14
H -1.53 1.74 -2.69
H -4.52 1.30 -6.13
O 2.96 7.77 -2.19
O -4.47 -3.37 4.39
H 1.50 2.32 -3.03
H 1.95 5.82 -1.50
N 0.94 5.87 -1.60
H 0.27 -0.57 1.21
H 3.86 -2.82 5.46
H 3.12 3.08 1.58
H 2.25 -2.91 -2.25
H 5.04 0.46 0.90
C 0.84 3.58 -4.78
H -0.05 2.45 2.86
H -3.98 -2.09 1.03
H -1.35 1.96 1.83
H -3.39 -2.34 -1.95
N -4.76 -2.06 -6.22
H -3.99 4.53 -3.06
C -0.63 0.48 4.23
H 6.43 -2.13 -2.70
O -0.34 -2.35 0.16
H -4.66 0.28 0.58
C 4.40 -2.57 -2.63
H -0.12 3.69 0.70
H -2.00 -3.51 -2.31
C 6.77 -0.13 -1.17
C -2.51 1.36 -2.97
H 4.77 -3.72 4.23
H -5.89 -4.22 3.09
N 0.34 -4.20 2.25
H 5.43 -0.96 1.85
H 1.70 5.55 -5.33
C -1.29 -0.40 5.29
H -2.78 -1.62 2.19
H 2.67 1.46 4.24
H 0.57 1.48 -4.18
H 1.52 2.17 1.41
H 3.87 0.31 -4.79
H -5.53 -5.24 4.55
H -0.53 -0.79 5.97
H -2.70 -1.09 3.95
H -4.61 -4.08 -6.26
H 1.46 -1.30 0.24
H -1.29 -9.05 2.35
C -4.02 -3.25 -5.88
H -5.11 1.44 -9.69
H -3.36 0.73 1.64
C 1.63 -2.61 3.72
C 2.32 2.74 0.92
H 0.34 -9.13 2.74
H 3.77 9.28 -3.34
H 4.30 7.72 -3.88
H -0.60 5.02 -4.39
H 5.93 -2.51 -1.05
O -2.75 -2.47 -3.86
H 0.30 5.99 0.36
H -1.72 3.22 -4.39
H -2.96 0.96 -2.06
C -5.15 -4.51 3.84
H -1.62 3.29 3.03
C 0.09 -0.20 -0.95
C 0.55 7.27 -1.85
H -0.48 -2.49 3.30
C -1.15 -6.17 2.62
H 0.37 7.90 -0.99
H 4.10 2.19 5.18
H 2.42 -3.19 7.49
H -5.95 3.71 -1.72
O -0.19 -7.14 2.33
H -3.11 -3.14 -6.48
H -4.44 -5.07 3.24
H -3.03 -0.81 -6.19
C 3.68 1.35 4.62
C -2.48 -2.56 -2.52
C 5.66 -1.97 -1.95
C -3.77 -1.36 1.81
H 0.20 1.05 4.65
C 1.53 -2.58 7.65
H 3.05 -1.50 -1.46
H 5.28 -4.17 -3.63
O -4.80 -1.17 2.81
H 5.41 0.39 3.69
O 2.73 -3.56 3.92
H 4.18 -2.08 3.93
H 7.64 -0.25 -1.81
C 0.60 3.97 -0.07
O -1.66 1.45 3.82
C 0.29 -3.25 3.43
H -3.40 -1.82 6.29
H 2.23 -0.16 -4.10
H -2.08 -6.54 2.20
C -3.77 -3.36 -4.35
C 1.65 7.86 -2.77
H -1.94 0.25 5.89
H -6.41 0.76 -8.65
H 6.89 -0.60 -0.20
H 2.35 -0.14 8.70
H -5.87 0.21 -6.32
H 1.50 8.92 -2.97
H -4.79 -1.89 3.45
C 1.95 4.65 -4.76
H 3.23 -3.05 -0.78
H -0.37 7.27 -2.43
H 2.75 2.25 0.05
C -4.07 -0.82 -5.87
O 1.69 -1.29 7.18
H -2.28 0.54 -3.65
H 2.85 4.28 -5.26
O 2.50 1.81 -4.72
H 4.82 -4.38 -2.13
H 3.36 0.70 -3.15
N 3.70 0.19 5.55
C -2.71 -2.35 5.63
C -5.29 2.95 -1.31
```


# C46H125N11O12

A cluster of 11 separate species, C46H125N11O12 in total (the ωB97M-V functional and the def2-TZVPD basis, the OMol25 dataset).

E_HOMO in Eh: -0.320
Orbital gap in eV: 9.1
Net charge: 0
LUMO level in eV: 0.42
ΔE to the lowest compared entry with this formula, charge and spin in kJ/mol: 142.0
Structure (SMILES): COC[C@H](C)N.COC[C@H](C)N.COC[C@H](C)N.COC[C@H](C)N.COC[C@H](C)N.COC[C@H](C)N.COC[C@H](C)N.COC[C@H](C)N.COC[C@H](C)N.COC[C@H](C)N.COCCNCCOC

```
194
C46H125N11O12, DFT the ωB97M-V functional and the def2-TZVPD basis
H -6.85 5.25 -0.98
H 7.69 -0.02 3.08
C -3.38 -2.35 -4.11
H 4.27 -0.87 7.56
C -0.37 -4.79 -2.12
C -3.24 -3.38 2.26
C -4.77 1.88 -3.04
H -6.60 5.53 -2.67
O 0.27 -4.64 0.16
C 0.58 -5.24 1.42
H -5.26 0.62 -1.26
H 4.48 -2.08 -4.47
H -1.58 3.05 3.93
H 5.62 -2.44 -1.03
H 0.07 -1.60 1.37
C -4.43 1.18 -1.68
H 3.85 -4.86 8.33
H -1.16 1.46 2.21
C -2.68 -0.40 -5.13
N -2.54 2.76 3.89
H 1.45 -2.23 4.02
H 0.47 -6.41 -1.00
C 1.08 -0.68 -0.84
H 1.22 -4.63 2.05
H 3.91 3.70 2.01
C -0.20 -5.58 -0.80
C 5.74 2.94 2.18
H 3.42 -2.73 0.74
O 4.20 2.48 0.38
H 2.51 3.55 -0.13
H -1.06 -0.06 3.00
H 1.83 -2.67 -5.35
H 6.69 -1.55 -1.93
H -5.17 4.32 0.45
H -2.76 3.02 2.94
H 8.46 -1.24 3.96
O -5.90 3.70 -1.98
H -3.97 -5.49 -3.11
H 5.73 4.35 3.95
H 0.50 -4.37 -4.60
H -0.24 6.55 -4.80
C 4.27 2.70 1.78
N 0.93 -4.30 -2.58
H 0.09 5.31 -2.65
C 1.89 -1.28 0.42
H -0.35 -5.49 1.93
C -6.93 4.77 -1.96
H 3.77 2.04 2.48
N 3.91 -1.64 8.09
C -4.60 4.73 1.28
H -3.96 4.69 3.88
H -3.88 -0.12 2.95
O -3.33 4.09 1.43
H 0.09 -2.83 -3.80
O 3.16 -2.16 5.21
O -0.10 1.54 3.88
C 4.07 -2.90 7.45
H 2.01 -3.15 6.59
H -6.05 3.24 -4.04
C -3.82 0.96 3.10
C -0.15 4.35 -3.11
H -3.75 2.98 -4.36
H -4.09 1.93 -0.97
N -4.91 5.03 3.85
H -0.77 -5.46 -2.88
H -2.58 0.14 -4.19
H 2.89 -3.87 -4.52
O -1.28 5.76 -6.45
H -5.63 3.44 2.77
H 2.81 -3.63 9.01
H -1.90 5.32 0.27
C 2.91 2.53 -0.20
C 6.98 -1.73 1.00
O 2.70 -2.10 -3.52
N -3.96 -4.48 -3.06
H -1.00 1.80 -1.20
C -3.68 -4.50 -5.44
C 3.82 -3.82 8.63
H 1.87 -0.39 -1.54
N -1.31 3.31 -4.90
H 5.36 2.59 4.30
C 0.82 -3.64 -3.85
H 0.89 1.00 2.11
H -3.25 -1.94 -3.11
H 6.72 -0.70 0.75
C 8.93 -2.11 -0.71
H -2.59 1.05 4.91
H -1.09 -4.01 -1.87
O 0.29 0.45 -0.44
C -6.90 5.05 2.50
H -0.91 -3.35 4.64
C 2.98 -2.18 -0.09
N -3.62 2.72 -3.39
H -3.49 -4.41 2.50
H 3.28 -4.13 5.96
H -1.86 3.63 -5.68
H -7.59 4.49 1.87
H -1.95 5.06 -3.94
H -4.70 6.00 3.67
N -4.24 -3.69 -0.13
O -2.01 -3.06 2.90
H -4.40 -2.16 -4.45
H 7.57 -3.52 0.08
C 2.13 -3.10 -4.40
H 2.30 -0.42 0.95
H -2.46 -2.55 4.78
H -3.13 -4.07 -6.29
H -2.16 -4.08 -4.05
H 3.87 -1.68 -0.46
H -4.02 -3.46 -1.09
H 2.95 2.32 -1.26
H -3.94 1.38 2.10
H -6.91 2.08 -3.01
H 9.06 -1.03 -0.77
H 0.56 5.25 -5.65
H -7.44 5.15 3.44
H 2.91 -1.46 8.09
H 4.17 -0.73 -3.25
H -1.58 6.67 -8.26
C -2.58 -1.72 0.25
H -1.85 -0.04 -5.74
H -4.70 1.29 3.64
H 6.28 2.00 2.04
H 1.48 0.28 3.65
H -4.03 -2.71 2.60
H -1.64 -1.40 0.70
H 6.89 3.20 3.98
H 0.70 -2.93 0.75
C -3.23 -3.88 -4.16
H -3.67 -0.21 -5.53
H -2.96 4.28 -0.65
C 2.51 -2.47 4.02
C -6.07 2.78 -3.05
N 6.57 -2.39 -1.38
H -2.26 -4.36 4.42
H -0.70 7.62 -7.13
H 3.51 -0.61 -4.82
H 0.11 1.03 -2.44
C -0.48 0.91 -1.53
C -2.42 4.36 0.29
H 5.11 -3.04 7.16
H -7.94 4.49 -2.25
H 2.18 1.91 0.33
C 3.78 -1.34 -4.06
H -1.95 2.88 -4.26
H 2.92 -1.96 3.14
H -3.90 3.51 -2.83
H 1.92 1.90 3.13
O -2.47 -1.80 -4.99
H -3.38 -5.55 -5.35
H -1.21 0.13 -1.74
H 6.22 3.48 0.35
H -6.95 6.04 2.04
H -4.76 -4.48 -5.59
C 7.52 -2.50 -0.29
H -4.91 -4.17 -3.16
H -2.35 -3.92 0.29
H -3.30 -1.00 0.64
H 6.67 -1.38 3.62
C 1.10 1.18 3.16
H 0.09 6.15 -7.83
H -1.21 -5.85 -0.50
H 2.52 -2.90 -0.77
H 0.51 -1.43 -1.40
H -4.54 5.79 1.05
H -4.90 1.10 -3.79
H -2.52 -1.51 -0.82
H -0.74 3.76 -2.41
H -4.29 -4.68 0.03
H 9.22 -2.54 -1.67
H -1.60 3.64 0.27
O 8.00 -1.79 1.98
H 2.55 -3.55 3.87
H 6.07 -2.16 1.41
C -5.47 4.50 2.60
H 1.12 -6.19 1.40
C -1.93 -3.34 4.25
C 7.65 -1.09 3.24
C -1.01 4.62 -4.28
N 6.34 3.89 1.26
C -0.84 6.60 -7.47
C 3.06 -3.11 6.28
N 0.94 -2.09 1.25
C -1.21 1.00 3.20
C -3.04 -3.17 0.68
H 4.54 -3.73 9.45
C -2.55 1.36 3.87
H 1.35 -3.71 -1.87
C 5.86 3.31 3.65
H 0.83 3.90 -3.26
C -0.42 5.59 -5.29
H -3.64 0.47 -1.92
H 9.58 -2.46 0.09
H 7.35 3.96 1.36
```


| no. | F_max (eV Å⁻¹) |
| --- | --- |
| 1 | 3.07 |
| 2 | 2.97 |